{"formula": "C35H48Br2NOSi", "method": "ωB97M-V/def2-TZVPD", "species": ["C", "C", "Br", "C", "Br", "N", "C", "C", "C", "C", "C", "C", "O", "C", "C", "C", "C", "C", "C", "C", "C", "C", "C", "C", "C", "C", "C", "C", "C", "C", "C", "Si", "C", "C", "C", "C", "C", "C", "C", "C", "H", "H", "H", "H", "H", "H", "H", "H", "H", "H", "H", "H", "H", "H", "H", "H", "H", "H", "H", "H", "H", "H", "H", "H", "H", "H", "H", "H", "H", "H", "H", "H", "H", "H", "H", "H", "H", "H", "H", "H", "H", "H", "H", "H", "H", "H", "H", "H"], "coordinates": [[2.021, -3.843, 4.705], [2.172, -2.595, 3.783], [1.396, -0.931, 4.499], [2.790, -2.609, 2.559], [3.547, -4.248, 1.802], [2.873, -1.321, 1.856], [3.937, -0.500, 2.266], [4.130, 0.807, 1.693], [3.164, 1.272, 0.634], [3.424, 2.727, 0.090], [3.506, 3.669, 1.384], [3.519, 5.198, 0.900], [2.409, 3.394, 2.263], [2.059, 0.400, 0.210], [1.019, 0.852, -0.859], [1.632, 1.251, -2.275], [2.809, 0.351, -2.767], [2.506, -0.861, -3.578], [3.578, -1.729, -4.106], [5.004, -1.440, -3.860], [5.323, -0.256, -3.055], [4.238, 0.610, -2.530], [1.968, -0.927, 0.890], [0.765, -1.863, 0.499], [0.911, -2.532, -0.936], [-0.402, -2.342, -1.810], [-1.257, -3.666, -2.019], [-2.712, -3.548, -1.424], [-3.560, -2.349, -2.019], [-3.655, -1.133, -1.003], [-5.021, -1.025, -0.208], [-4.697, 0.204, 1.242], [-3.309, -0.436, 2.398], [-6.271, 0.427, 2.295], [-4.288, 1.945, 0.525], [-3.803, 3.018, 1.419], [-3.521, 4.369, 0.915], [-3.717, 4.688, -0.506], [-4.168, 3.646, -1.438], [-4.455, 2.298, -0.905], [0.921, -4.057, 4.831], [2.393, -3.587, 5.742], [2.550, -4.753, 4.327], [4.625, -0.849, 3.068], [4.955, 1.458, 2.051], [2.628, 3.091, -0.604], [4.452, 2.804, -0.373], [4.489, 3.512, 1.911], [2.440, 5.525, 0.927], [4.148, 5.767, 1.645], [3.963, 5.308, -0.128], [2.686, 3.737, 3.132], [0.195, 0.119, -1.045], [0.517, 1.784, -0.453], [1.870, 2.354, -2.319], [0.797, 1.114, -3.028], [1.466, -1.154, -3.850], [3.366, -2.648, -4.717], [5.848, -2.049, -4.258], [6.381, 0.047, -2.829], [4.562, 1.506, -1.955], [0.608, -2.683, 1.260], [-0.151, -1.204, 0.597], [1.035, -3.642, -0.759], [1.840, -2.120, -1.410], [-1.055, -1.615, -1.254], [-0.214, -1.899, -2.823], [-1.357, -3.830, -3.135], [-0.689, -4.559, -1.630], [-2.646, -3.479, -0.305], [-3.245, -4.510, -1.697], [-4.598, -2.675, -2.305], [-3.009, -2.004, -2.948], [-2.847, -1.307, -0.223], [-3.367, -0.157, -1.499], [-5.828, -0.617, -0.875], [-5.249, -2.035, 0.228], [-3.318, 0.104, 3.391], [-3.532, -1.520, 2.645], [-2.274, -0.315, 1.978], [-6.782, -0.569, 2.388], [-5.981, 0.746, 3.341], [-6.915, 1.203, 1.798], [-3.662, 2.793, 2.503], [-3.156, 5.172, 1.598], [-3.535, 5.715, -0.924], [-4.284, 3.891, -2.528], [-4.810, 1.500, -1.604]], "smiles": "C/C(Br)=C(\\Br)[n+]1ccc(C[C@@H](C)O)c(CCc2ccccc2)c1CCCCCCCC[Si](C)(C)c1ccccc1", "mol_weight_g_mol": 686.7, "orbital_gap_ev": 7.01, "energy_ev": -188563.954, "homo_energy_ev": -10.66, "de_lowest_kcal_mol": 0.0, "total_charge": 1, "spin_multiplicity": 1}

---

{"formula": "C35H48InN9O4PSi", "method": "ωB97M-V/def2-TZVPD", "species": ["In", "N", "C", "N", "N", "N", "N", "C", "N", "N", "N", "N", "H", "C", "C", "C", "C", "C", "C", "C", "P", "C", "C", "C", "C", "C", "C", "C", "C", "C", "C", "C", "C", "C", "C", "H", "H", "H", "H", "H", "H", "H", "H", "H", "H", "H", "H", "H", "H", "H", "H", "H", "H", "H", "H", "C", "C", "C", "C", "O", "Si", "O", "O", "C", "C", "C", "C", "O", "C", "C", "C", "C", "H", "H", "H", "H", "H", "H", "H", "H", "H", "H", "H", "H", "H", "H", "H", "H", "H", "H", "H", "H", "H", "H", "H", "H", "H", "H", "H"], "coordinates": [[-0.187, -0.689, -0.053], [-3.437, -1.212, 1.180], [-2.718, -2.346, 0.923], [-3.157, -3.566, 1.092], [-2.106, -4.366, 0.770], [-1.087, -3.663, 0.403], [-1.425, -2.358, 0.474], [-3.066, 0.087, 0.944], [-3.793, 1.145, 1.250], [-3.033, 2.227, 0.863], [-1.935, 1.835, 0.347], [-1.911, 0.500, 0.347], [-4.361, -1.326, 1.580], [-0.486, -3.055, 3.720], [-0.391, -2.288, 5.017], [-0.242, -2.957, 6.208], [-0.094, -2.259, 7.413], [0.045, -0.888, 7.408], [-0.094, -0.200, 6.190], [-0.296, -0.885, 5.011], [-0.092, -0.054, 3.379], [-0.495, 1.688, 3.720], [-1.884, 1.853, 3.793], [-2.430, 3.132, 3.909], [-1.636, 4.248, 4.012], [-0.248, 4.051, 3.978], [0.351, 2.799, 3.796], [1.848, 2.783, 3.799], [1.677, -0.308, 3.188], [2.522, -0.909, 4.157], [3.793, -1.283, 3.841], [4.252, -1.216, 2.537], [3.435, -0.656, 1.544], [2.182, -0.163, 1.875], [1.402, 0.492, 0.788], [-0.773, -4.088, 3.836], [0.476, -3.027, 3.185], [-1.238, -2.644, 3.014], [-0.284, -4.041, 6.205], [0.000, -2.800, 8.343], [0.288, -0.368, 8.337], [0.098, 0.840, 6.166], [-2.509, 0.959, 3.665], [-3.536, 3.168, 3.987], [-2.050, 5.250, 4.050], [0.458, 4.883, 4.045], [2.285, 3.771, 4.013], [2.266, 2.439, 2.892], [2.231, 2.131, 4.576], [2.155, -1.035, 5.185], [4.366, -1.737, 4.632], [5.190, -1.656, 2.230], [3.763, -0.619, 0.533], [2.057, 0.713, -0.040], [0.919, 1.435, 1.101], [-1.126, 3.481, -2.641], [0.018, 2.572, -3.125], [1.236, 2.771, -2.273], [0.316, 2.877, -4.593], [-0.482, 1.232, -2.952], [0.117, -0.284, -3.306], [0.145, -1.184, -1.956], [-0.876, -0.943, -4.452], [-2.329, -1.025, -4.423], [-2.880, 0.240, -5.067], [-2.908, -1.340, -3.036], [-2.597, -2.200, -5.349], [1.587, -0.134, -4.000], [2.504, -1.036, -4.618], [2.512, -0.904, -6.143], [3.876, -0.689, -4.086], [2.120, -2.477, -4.273], [-0.769, 4.515, -2.752], [-1.376, 3.281, -1.618], [-2.041, 3.292, -3.243], [1.519, 3.798, -2.393], [2.025, 2.108, -2.545], [1.011, 2.606, -1.205], [0.770, 3.857, -4.669], [-0.618, 2.880, -5.208], [0.951, 2.075, -5.031], [-2.721, 1.072, -4.359], [-3.943, 0.159, -5.301], [-2.369, 0.415, -5.974], [-2.648, -0.555, -2.320], [-2.465, -2.260, -2.624], [-3.966, -1.499, -3.123], [-2.221, -1.984, -6.345], [-3.661, -2.472, -5.378], [-2.103, -3.088, -4.976], [2.861, 0.066, -6.453], [1.467, -1.057, -6.508], [3.134, -1.742, -6.569], [4.178, 0.319, -4.390], [4.647, -1.368, -4.432], [3.940, -0.681, -3.011], [1.137, -2.762, -4.728], [2.090, -2.564, -3.182], [2.877, -3.137, -4.731]], "mol_weight_g_mol": 832.7, "orbital_gap_ev": 8.01, "energy_ev": -81023.292, "homo_energy_ev": -5.60, "de_lowest_kcal_mol": 0.0, "total_charge": -1, "spin_multiplicity": 1}

---

{"formula": "C35H49BIrN10S4", "method": "ωB97M-V/def2-TZVPD", "species": ["Ir", "C", "C", "C", "C", "N", "N", "B", "N", "N", "C", "C", "C", "C", "C", "S", "C", "C", "C", "C", "N", "N", "C", "C", "C", "C", "C", "S", "C", "C", "C", "C", "C", "S", "C", "C", "C", "C", "H", "H", "H", "H", "H", "H", "H", "H", "H", "H", "H", "H", "H", "H", "H", "H", "H", "H", "H", "H", "H", "H", "H", "H", "H", "H", "H", "H", "H", "H", "H", "H", "H", "H", "H", "H", "H", "H", "H", "C", "C", "N", "N", "C", "N", "S", "C", "C", "C", "C", "C", "N", "H", "H", "H", "H", "H", "H", "H", "H", "H", "H"], "coordinates": [[0.347, 0.231, -0.028], [-3.641, -2.621, -1.850], [-3.570, -1.123, -1.784], [-4.673, -0.315, -1.953], [-4.566, 1.076, -1.797], [-3.373, 1.650, -1.593], [-2.312, 0.893, -1.452], [-0.868, 1.554, -1.290], [-0.956, 2.997, -0.690], [-1.694, 3.879, -1.382], [-1.775, 5.118, -0.957], [-1.187, 5.488, 0.279], [-0.373, 4.620, 0.948], [0.394, 5.010, 2.182], [-0.235, 3.338, 0.377], [0.937, 2.253, 1.041], [-2.477, 6.137, -1.845], [-2.189, 7.573, -1.395], [-3.996, 5.904, -1.761], [-1.987, 5.951, -3.288], [-0.247, 1.669, -2.729], [-1.092, 1.972, -3.696], [-0.618, 2.136, -4.930], [0.762, 1.981, -5.195], [1.635, 1.646, -4.192], [3.109, 1.450, -4.416], [1.054, 1.497, -2.912], [2.036, 1.133, -1.537], [-1.565, 2.518, -6.044], [-1.440, 1.507, -7.198], [-1.162, 3.925, -6.534], [-3.012, 2.551, -5.547], [-2.375, -0.453, -1.480], [-0.974, -1.351, -1.070], [-5.772, 1.991, -1.837], [-5.638, 2.903, -3.075], [-5.783, 2.824, -0.538], [-7.089, 1.220, -1.946], [-4.645, -2.950, -2.105], [-3.368, -3.065, -0.889], [-2.944, -3.016, -2.593], [-5.635, -0.760, -2.168], [-1.342, 6.483, 0.675], [0.029, 5.951, 2.586], [1.454, 5.138, 1.941], [0.333, 4.239, 2.954], [-2.641, 7.803, -0.427], [-2.625, 8.262, -2.118], [-1.117, 7.788, -1.357], [-4.356, 6.018, -0.735], [-4.247, 4.904, -2.112], [-4.510, 6.635, -2.386], [-0.925, 6.202, -3.373], [-2.543, 6.611, -3.955], [-2.126, 4.917, -3.611], [1.133, 2.124, -6.203], [3.360, 1.545, -5.469], [3.427, 0.463, -4.072], [3.690, 2.191, -3.860], [-0.450, 1.514, -7.659], [-2.154, 1.772, -7.978], [-1.664, 0.490, -6.865], [-0.164, 3.939, -6.978], [-1.192, 4.655, -5.723], [-1.863, 4.244, -7.306], [-3.363, 1.549, -5.283], [-3.655, 2.949, -6.331], [-3.097, 3.194, -4.669], [-4.651, 3.359, -3.119], [-6.397, 3.684, -3.035], [-5.786, 2.330, -3.994], [-4.807, 3.273, -0.344], [-6.052, 2.196, 0.317], [-6.528, 3.615, -0.618], [-7.157, 0.641, -2.870], [-7.910, 1.936, -1.961], [-7.256, 0.560, -1.089], [1.964, -0.969, 4.153], [1.261, -0.548, 2.901], [1.667, -0.701, 1.701], [2.866, -1.331, 1.467], [3.123, -1.812, 0.256], [4.181, -2.561, 0.049], [2.075, -1.465, -1.073], [-0.076, 0.064, 2.987], [-0.587, 0.515, 4.184], [-1.884, 1.019, 4.235], [-2.635, 1.045, 3.076], [-2.050, 0.612, 1.898], [-0.798, 0.148, 1.842], [2.791, -1.656, 4.000], [2.353, -0.090, 4.675], [1.263, -1.464, 4.823], [3.490, -1.526, 2.239], [4.821, -2.839, 0.784], [4.379, -2.926, -0.874], [0.012, 0.478, 5.084], [-2.298, 1.362, 5.175], [-3.660, 1.391, 3.076], [-2.602, 0.631, 0.968]], "mol_weight_g_mol": 941.1, "orbital_gap_ev": [5.15, 4.68], "energy_ev": -98812.121, "homo_energy_ev": [-18.73, -18.72], "de_lowest_kcal_mol": 0.0, "total_charge": 4, "spin_multiplicity": 2}

---

{"formula": "C35H49Cl3F21N5O14PS", "method": "ωB97M-V/def2-TZVPD", "species": ["C", "C", "Cl", "C", "Cl", "N", "C", "C", "C", "N", "N", "N", "C", "S", "O", "O", "C", "F", "F", "F", "N", "P", "C", "C", "C", "Cl", "H", "H", "H", "H", "H", "H", "H", "H", "H", "H", "H", "H", "H", "H", "H", "H", "H", "H", "H", "C", "C", "O", "C", "O", "C", "F", "F", "F", "H", "H", "H", "H", "H", "C", "C", "O", "C", "O", "C", "F", "F", "F", "H", "H", "H", "H", "H", "C", "C", "O", "C", "O", "C", "F", "F", "F", "H", "H", "H", "H", "H", "C", "C", "O", "C", "O", "C", "F", "F", "F", "H", "H", "H", "H", "H", "C", "C", "O", "C", "O", "C", "F", "F", "F", "H", "H", "H", "H", "H", "C", "C", "O", "C", "O", "C", "F", "F", "F", "H", "H", "H", "H", "H"], "coordinates": [[-9.139, 3.843, 0.748], [-7.773, 4.441, 1.336], [-8.064, 5.320, 2.950], [-6.548, 3.360, 1.414], [-5.738, 3.469, 3.046], [-6.911, 1.988, 0.967], [-7.267, 0.765, 1.660], [-7.412, 0.571, 3.233], [-8.790, 1.132, 3.860], [-8.598, 2.501, 4.468], [-9.956, 1.069, 2.933], [-9.074, 0.228, 5.049], [-7.509, -0.422, 0.659], [-7.923, -2.134, 1.185], [-8.093, -3.121, 0.071], [-9.173, -2.095, 2.019], [-6.571, -2.857, 2.308], [-6.101, -4.116, 1.824], [-7.153, -3.115, 3.585], [-5.513, -1.944, 2.520], [-7.321, 0.195, -0.655], [-7.559, -0.803, -2.108], [-9.411, -1.308, -2.180], [-7.213, 0.124, -3.714], [-6.983, 1.566, -0.443], [-6.666, 2.783, -1.745], [-9.835, 4.752, 0.568], [-9.644, 3.222, 1.561], [-9.043, 3.322, -0.263], [-7.455, 5.288, 0.614], [-5.764, 3.745, 0.654], [-6.493, 0.930, 3.838], [-7.440, -0.573, 3.415], [-7.861, 2.342, 5.182], [-9.438, 2.743, 5.035], [-10.494, 1.939, 3.131], [-10.548, 0.245, 3.089], [-9.633, 0.723, 5.755], [-9.505, -0.656, 4.746], [-10.016, -0.802, -1.335], [-9.545, -2.447, -2.187], [-9.893, -0.928, -3.161], [-6.133, 0.524, -3.696], [-7.926, 1.037, -3.737], [-7.340, -0.522, -4.650], [-2.817, -2.702, 1.672], [-1.404, -2.520, 2.187], [-0.453, -2.654, 1.120], [-0.272, -1.561, 0.351], [-0.856, -0.515, 0.515], [0.795, -1.821, -0.710], [0.639, -3.014, -1.321], [2.039, -1.823, -0.182], [0.797, -0.896, -1.688], [-2.913, -3.655, 1.144], [-3.532, -2.681, 2.493], [-3.083, -1.916, 0.960], [-1.174, -3.303, 2.914], [-1.281, -1.562, 2.700], [3.055, 0.995, 1.487], [1.617, 1.309, 1.854], [1.565, 2.299, 2.893], [1.701, 3.581, 2.495], [1.861, 3.923, 1.351], [1.579, 4.527, 3.687], [2.287, 4.108, 4.756], [0.299, 4.648, 4.103], [2.010, 5.772, 3.411], [3.622, 0.702, 2.375], [3.099, 0.186, 0.756], [3.554, 1.871, 1.065], [1.136, 0.411, 2.250], [1.038, 1.626, 0.983], [3.607, 8.233, 2.236], [4.194, 9.549, 1.766], [4.409, 10.435, 2.875], [5.539, 10.231, 3.584], [6.346, 9.370, 3.341], [5.666, 11.267, 4.699], [4.509, 11.447, 5.371], [6.022, 12.478, 4.219], [6.590, 10.932, 5.618], [2.696, 8.405, 2.817], [3.369, 7.590, 1.386], [4.304, 7.701, 2.888], [3.487, 10.048, 1.098], [5.119, 9.400, 1.202], [4.933, -2.676, -0.979], [4.795, -4.186, -0.969], [6.030, -4.811, -1.352], [6.959, -4.931, -0.381], [6.810, -4.550, 0.752], [8.195, -5.652, -0.911], [8.584, -5.194, -2.121], [7.978, -6.978, -1.058], [9.262, -5.528, -0.101], [5.293, -2.330, -1.952], [3.975, -2.199, -0.767], [5.659, -2.341, -0.235], [4.046, -4.490, -1.704], [4.458, -4.554, 0.004], [6.501, -9.544, -3.773], [6.199, -8.059, -3.817], [5.686, -7.684, -5.106], [4.372, -7.915, -5.308], [3.636, -8.406, -4.490], [3.951, -7.428, -6.692], [4.824, -7.791, -7.656], [3.862, -6.081, -6.744], [2.750, -7.905, -7.069], [7.172, -9.824, -4.588], [6.966, -9.815, -2.822], [5.590, -10.135, -3.894], [7.123, -7.494, -3.670], [5.510, -7.762, -3.022], [9.010, -1.826, -5.629], [9.718, -1.077, -4.517], [9.205, 0.259, -4.397], [8.058, 0.391, -3.700], [7.463, -0.526, -3.193], [7.654, 1.860, -3.610], [7.764, 2.501, -4.793], [8.425, 2.540, -2.734], [6.379, 2.026, -3.206], [9.073, -1.269, -6.567], [9.454, -2.813, -5.774], [7.948, -1.954, -5.405], [10.781, -0.986, -4.756], [9.648, -1.608, -3.564]], "mol_weight_g_mol": 1332.2, "orbital_gap_ev": 7.64, "energy_ev": -187952.452, "homo_energy_ev": -12.07, "total_charge": 1, "spin_multiplicity": 1}